1.
Entry from the OMol25 dataset: 3 unconnected molecules or ions with the total composition C38H59BrN5O6P in a non-equilibrium geometry (ωB97M-V with the def2-TZVPD basis set).

Structure (XYZ):
```
110
Properties=species:S:1:pos:R:3:forces:R:3
H 9.678429 5.537119 -2.880886 0.2 -0.2 0.0
C -11.172267 4.859313 0.057073 -0.3 -0.1 0.1
O 10.251223 1.830601 -1.738382 -0.2 0.4 -0.1
H -11.810428 4.065248 0.455237 0.3 0.1 -0.1
H -5.460940 -6.067983 0.915814 2.0 -0.6 1.1
C 2.939973 -2.360273 -0.118123 2.7 0.0 0.3
O 6.303970 1.388245 -1.703692 -0.2 -2.3 1.1
H -2.390848 -7.284148 0.890800 -2.5 -0.3 -0.3
C -3.553840 -7.473806 0.769708 -0.7 0.2 0.0
H 8.109744 -3.653624 0.417530 -0.9 2.5 0.2
O 0.686188 -3.513453 -0.733702 3.8 6.4 2.9
C 10.710461 5.196651 -2.973357 0.4 -0.1 -0.1
H 7.942804 -3.630923 4.014020 1.6 0.0 -2.2
H -2.596387 -2.237777 1.857775 1.6 -0.3 -2.1
C 8.199776 -2.198764 2.169218 0.0 -1.3 0.1
H -4.264940 -4.681432 -0.797318 2.3 0.7 0.9
H -2.534403 -2.515165 -1.388203 -0.9 -0.3 2.1
H -2.896753 -6.935298 -3.866073 -1.1 1.0 2.1
H -2.078929 2.703451 3.141583 -0.5 2.1 -1.4
C -3.346154 0.458840 1.434015 0.5 1.0 -0.4
C 0.596390 1.839032 0.274553 -1.4 -3.2 0.2
N -4.250226 4.549799 -1.836479 -0.6 -1.9 0.7
H 8.144000 3.758137 -2.932939 -0.1 0.1 0.1
H -11.212884 5.710899 0.741549 -0.1 0.0 -0.2
H -3.400416 0.523814 2.617541 0.0 -0.1 -2.5
H -5.933669 3.109762 0.934533 0.6 1.0 -0.8
H 9.291896 -0.770969 0.146617 -1.0 -1.9 -1.5
H -3.111645 -5.326790 -2.873836 -0.5 -2.4 0.3
H 11.806799 3.420629 -2.591633 -0.2 0.1 0.0
H -8.669058 6.650664 -2.013391 -0.1 0.3 0.0
H -2.287803 3.670900 0.092762 1.0 -0.5 1.9
H -2.321655 -4.957481 -0.581906 -2.1 1.0 0.5
C -2.987515 -2.741872 -0.332253 -0.3 -1.6 0.2
C -3.955679 3.807594 2.468679 -0.3 0.7 1.2
H -3.709795 5.241906 0.653732 -1.9 -1.2 0.9
C 1.317847 0.401544 -0.041791 -2.8 0.3 1.1
H -4.247076 -8.797639 -0.966918 0.8 2.1 -0.1
H -11.549728 5.144002 -0.928707 0.0 0.1 0.2
C 2.896146 0.412392 -0.532396 0.2 3.9 -2.3
C -1.936353 -2.386820 0.874258 -0.1 1.4 0.6
N -8.813180 5.214978 -0.539338 -0.5 -0.5 0.2
C -4.573647 4.739968 1.270608 -0.3 0.9 1.5
H 8.480843 4.325034 -1.262683 -0.1 0.1 -0.2
H -4.083962 -3.974406 1.994670 0.9 -1.6 -1.4
H -8.334995 7.213180 -0.356168 -0.1 0.2 -0.2
H -3.829075 -8.454285 1.353542 0.6 1.8 -1.3
H -4.499084 2.746706 2.534355 1.3 2.4 -0.4
N -5.417501 2.398879 -1.505401 1.1 5.0 2.4
H -2.515465 -5.045454 1.904298 -2.2 0.6 -1.1
H 8.260197 -1.183719 -1.375496 1.3 -1.4 1.8
H 9.681592 -3.746159 3.087185 -2.4 0.1 0.0
C 0.474995 -1.020054 0.121262 -0.9 2.4 0.6
H -3.865026 1.408143 0.932276 1.1 -2.0 1.3
C 1.309338 -2.412051 -0.281467 -2.3 -2.8 -1.4
C 8.841820 -1.687280 -0.472533 0.4 1.6 0.8
O -9.442504 3.216466 0.265849 -0.2 0.4 -0.1
C -3.556507 -4.824531 1.367794 0.2 -0.7 0.4
C -2.325440 3.666532 2.480417 -0.1 -1.1 0.7
H 9.788341 -2.307355 -0.823027 -2.3 1.1 0.6
Br 5.332910 2.221230 1.402904 -0.2 -0.7 -1.1
H -3.954496 -0.469298 1.062649 1.6 1.7 0.7
H -4.249947 4.350371 3.490757 0.7 -1.3 -2.1
H -7.886928 4.806494 -0.587401 -0.1 0.1 0.1
C -1.774726 0.497861 0.958127 2.2 -0.3 -0.9
H 6.766632 0.729620 -2.332264 -1.0 1.3 1.6
C -4.436309 -6.241867 1.474076 1.0 0.5 -0.3
H 9.181033 -1.562810 2.252539 -2.2 -0.9 -0.2
C -1.080294 -0.992634 0.650705 2.3 2.8 -0.8
C 7.861073 -2.494800 0.562163 -0.1 -0.9 0.0
H -0.700573 4.181299 0.970005 -1.9 -1.8 -0.1
H 11.358732 5.827316 -2.360399 -0.2 0.3 -0.1
C -3.967731 -7.664763 -0.832638 -0.6 -0.3 1.5
C 3.790128 -0.924279 -0.213615 0.7 -3.5 0.6
H 7.269831 -1.739263 2.714919 2.0 -0.5 -1.3
C 5.346024 -3.723822 0.340301 -2.1 2.6 -0.5
H 11.024669 5.264799 -4.017623 -0.1 0.3 0.0
C 6.256128 -2.321521 0.288519 -3.9 -0.5 -0.5
C -3.406297 -6.473325 -2.892685 0.4 0.0 -1.8
C 8.521460 3.473448 -1.947159 -0.1 -0.1 0.2
C -0.993889 1.928769 0.785909 2.3 -3.7 -1.0
H -10.015298 6.922984 -0.876654 0.2 -0.1 0.0
H -1.169249 -3.243704 1.092730 -1.5 1.7 -0.8
H -5.183458 5.641102 1.761771 1.5 -1.9 -0.9
C 9.934399 2.972628 -2.062058 0.4 -0.5 0.1
H -6.004155 1.847273 -0.841929 0.5 0.7 -0.4
C -5.070914 3.633663 -0.941834 -1.9 -5.4 -1.1
C -1.623041 3.425178 1.023158 1.3 -0.1 -0.2
H -4.601977 4.336988 -2.817559 0.4 0.2 1.8
H -3.267285 4.146397 -1.845643 -1.6 0.7 0.2
H 8.130822 -4.574154 2.393118 0.7 1.9 0.9
H -4.062369 -2.242714 -0.200310 2.6 -0.7 -0.3
C 5.447442 -0.923286 0.012246 -3.2 -3.0 -0.3
H 3.106415 -4.786898 0.208311 1.4 2.3 -0.2
C 8.516988 -3.629989 2.967629 -0.3 0.2 0.2
O 3.309059 1.505036 -1.194179 -1.9 -6.8 4.1
H -1.829381 4.572010 3.075360 -1.1 -1.8 -1.6
H 7.883299 2.679383 -1.548995 0.4 0.4 -0.2
N -5.574521 3.959282 0.446841 2.8 0.6 -2.8
H 1.250964 2.825949 0.122948 -1.7 -2.5 0.4
P 6.373241 0.750703 -0.046851 1.4 -0.6 -1.2
C -9.759328 4.358493 -0.057826 0.7 -0.6 0.0
C 3.719244 -3.783262 0.146364 2.6 4.1 -0.2
H -4.970706 -7.055368 -0.975728 2.2 -1.1 0.0
O -2.891174 -7.246369 -1.751543 -2.6 0.7 0.0
N 10.880547 3.829114 -2.543570 -0.3 -0.5 0.2
C -8.983266 6.582516 -0.969125 0.4 -0.1 0.0
H -4.566805 -6.557621 -3.060384 2.2 0.1 0.6
H 5.915456 -4.742231 0.531121 -1.3 2.4 -0.4
C -3.278380 -4.384032 -0.213728 -0.2 0.3 1.0
H -4.650989 -6.512814 2.605379 0.5 0.7 -2.3
```
Positions in Å, forces in eV/Å.

As for the strongest force on any atom: 8.2 eV/A. Its total energy is -139404.3621 eV. For the LUMO energy, the calculation gives -1.6 eV. As for the highest occupied orbital energy: -8.46 eV. The gap between HOMO and LUMO comes out at 6.85 eV.

Atomic partial charges in e from the Löwdin method, atoms 1 to 99:
1 H 0.076
2 C -0.017
3 O 0.010
4 H 0.085
5 H 0.105
6 C -0.022
7 O -0.433
8 H 0.124
9 C -0.163
10 H 0.123
11 O -0.054
12 C -0.086
13 H 0.085
14 H 0.114
15 C -0.196
16 H 0.112
17 H 0.120
18 H 0.105
19 H 0.119
20 C -0.097
21 C 0.053
22 N 0.027
23 H 0.092
24 H 0.084
25 H 0.099
26 H 0.110
27 H 0.080
28 H 0.091
29 H 0.141
30 H 0.084
31 H 0.088
32 H 0.117
33 C -0.181
34 C -0.199
35 H 0.116
36 C -0.028
37 H 0.123
38 H 0.085
39 C -0.236
40 C -0.191
41 N 0.003
42 C -0.219
43 H 0.091
44 H 0.107
45 H 0.082
46 H 0.102
47 H 0.098
48 N 0.053
49 H 0.114
50 H 0.071
51 H 0.078
52 C 0.018
53 H 0.066
54 C -0.197
55 C -0.116
56 O 0.011
57 C -0.221
58 C -0.200
59 H 0.095
60 Br 0.214
61 H 0.065
62 H 0.117
63 H 0.112
64 C -0.068
65 H 0.088
66 C -0.207
67 H 0.108
68 C -0.020
69 C -0.335
70 H 0.123
71 H 0.082
72 C -0.217
73 C -0.004
74 H 0.112
75 C 0.009
76 H 0.082
77 C -0.092
78 C -0.141
79 C -0.013
80 C -0.080
81 H 0.075
82 H 0.112
83 H 0.123
84 C -0.543
85 H 0.022
86 C -0.389
87 C -0.178
88 H 0.089
89 H 0.078
90 H 0.061
91 H 0.112
92 C -0.270
93 H 0.110
94 C -0.141
95 O -0.080
96 H 0.123
97 H 0.028
98 N -0.019
99 H 0.113


2.
Entry from the OMol25 dataset: 2 unconnected molecules or ions with the total composition CH6N2O3S in a non-equilibrium geometry (ωB97M-V with the def2-TZVPD basis set).

Structure (XYZ):
```
13
Properties=species:S:1:pos:R:3:forces:R:3
O -1.296160 -1.471366 0.627102 0.2 0.0 0.1
H 1.185229 -2.130152 0.617785 -0.1 -0.2 -0.1
O -0.806221 -0.242806 -1.481246 0.2 0.1 -0.2
N 0.920948 1.549777 -0.156470 0.0 0.5 -0.3
H 0.715270 0.499039 1.669701 -0.1 -0.1 0.3
C 0.379412 0.654818 0.666065 0.2 -1.9 -1.0
H 0.603542 1.456924 -1.114842 0.3 0.2 0.0
O -2.079464 0.818198 0.316101 0.7 0.1 0.1
H -2.947561 0.556275 0.003237 -0.3 -0.3 -0.2
H 1.858583 1.891972 -0.008153 -0.1 -0.1 0.0
N 1.479660 -1.521129 -0.144549 0.4 1.0 0.6
S -0.923061 -0.273624 -0.053855 -1.1 0.9 0.8
H 0.909817 -1.787920 -0.940870 -0.2 -0.2 -0.1
```
Positions in Å, forces in eV/Å.

As for the strongest force on any atom: 2.2 eV/A. The energy relative to the best compared isomer or geometry (same formula, charge and spin) comes out at 68.7 kcal per mole. Its total energy is -21088.5533 eV. For the LUMO energy (spin up / spin down), the calculation gives 0.0 / -0.3 eV. As for the highest occupied orbital energy (spin up / spin down): -9.88 / -7.84 eV. The gap between HOMO and LUMO (spin up / spin down) comes out at 9.86 / 7.52 eV.

How positive or negative is each atom? The Löwdin charges in e answer that:
1 O -0.289
2 H -0.026
3 O -0.298
4 N 0.078
5 H 0.108
6 C -0.238
7 H 0.102
8 O -0.181
9 H 0.082
10 H 0.119
11 N 0.030
12 S 0.556
13 H -0.043


3.
Entry from the OMol25 dataset: C2H4O3S in the gas phase in a non-equilibrium geometry (ωB97M-V with the def2-TZVPD basis set).

Structure (XYZ):
```
10
Properties=species:S:1:pos:R:3:forces:R:3
O -1.203109 -0.711732 -0.058240 1.0 -1.3 -1.1
H -0.336675 1.173590 -0.785818 -0.9 -1.1 -0.2
S 2.599252 0.098543 0.041824 0.5 0.7 0.0
H -0.679882 0.983973 0.866119 -0.7 0.0 -1.0
H -0.309226 -2.560710 0.174633 0.7 2.2 -0.7
C -1.124961 0.696768 -0.144834 1.3 2.9 2.6
O 1.157946 -0.958807 0.053208 -5.8 -3.2 -0.5
O 2.110757 1.497556 0.076657 0.0 0.3 -0.1
H -2.129005 1.214158 -0.191546 1.1 -1.3 -0.4
C -0.085096 -1.433338 -0.032001 2.9 0.8 1.4
```
Positions in Å, forces in eV/Å.

As for the strongest force on any atom: 6.6 eV/A. The energy relative to the best compared isomer or geometry (same formula, charge and spin) comes out at 75.6 kcal per mole. Its total energy is -19112.5443 eV. For the LUMO energy (spin up / spin down), the calculation gives -0.2 / -0.2 eV. As for the highest occupied orbital energy (spin up / spin down): -7.01 / -7.01 eV. The gap between HOMO and LUMO (spin up / spin down) comes out at 6.85 / 6.85 eV.

How positive or negative is each atom? The Löwdin charges in e answer that:
1 O -0.059
2 H 0.100
3 S 0.821
4 H 0.115
5 H 0.189
6 C -0.067
7 O -0.391
8 O -0.675
9 H 0.115
10 C -0.150


Copy entry 2 word for word.
Entry from the OMol25 dataset: 2 unconnected molecules or ions with the total composition CH6N2O3S in a non-equilibrium geometry (ωB97M-V with the def2-TZVPD basis set).

Structure (XYZ):
```
13
Properties=species:S:1:pos:R:3:forces:R:3
O -1.296160 -1.471366 0.627102 0.2 0.0 0.1
H 1.185229 -2.130152 0.617785 -0.1 -0.2 -0.1
O -0.806221 -0.242806 -1.481246 0.2 0.1 -0.2
N 0.920948 1.549777 -0.156470 0.0 0.5 -0.3
H 0.715270 0.499039 1.669701 -0.1 -0.1 0.3
C 0.379412 0.654818 0.666065 0.2 -1.9 -1.0
H 0.603542 1.456924 -1.114842 0.3 0.2 0.0
O -2.079464 0.818198 0.316101 0.7 0.1 0.1
H -2.947561 0.556275 0.003237 -0.3 -0.3 -0.2
H 1.858583 1.891972 -0.008153 -0.1 -0.1 0.0
N 1.479660 -1.521129 -0.144549 0.4 1.0 0.6
S -0.923061 -0.273624 -0.053855 -1.1 0.9 0.8
H 0.909817 -1.787920 -0.940870 -0.2 -0.2 -0.1
```
Positions in Å, forces in eV/Å.

As for the strongest force on any atom: 2.2 eV/A. The energy relative to the best compared isomer or geometry (same formula, charge and spin) comes out at 68.7 kcal per mole. Its total energy is -21088.5533 eV. For the LUMO energy (spin up / spin down), the calculation gives 0.0 / -0.3 eV. As for the highest occupied orbital energy (spin up / spin down): -9.88 / -7.84 eV. The gap between HOMO and LUMO (spin up / spin down) comes out at 9.86 / 7.52 eV.

How positive or negative is each atom? The Löwdin charges in e answer that:
1 O -0.289
2 H -0.026
3 O -0.298
4 N 0.078
5 H 0.108
6 C -0.238
7 H 0.102
8 O -0.181
9 H 0.082
10 H 0.119
11 N 0.030
12 S 0.556
13 H -0.043


Question: Which value of strongest force on any atom does entry 2 give?
Answer: 2.2 eV/A


Question: What is the strongest force on any atom in the second record?
Answer: 2.2 eV/A